Entry 1:
{"formula": "C27H36F3GeO2PdSb", "method": "ωB97M-V/def2-TZVPD", "species": ["Sb", "Pd", "Ge", "F", "F", "F", "O", "O", "C", "C", "C", "C", "C", "C", "C", "C", "C", "C", "C", "C", "C", "C", "C", "C", "C", "C", "C", "C", "C", "C", "C", "C", "C", "C", "C", "H", "H", "H", "H", "H", "H", "H", "H", "H", "H", "H", "H", "H", "H", "H", "H", "H", "H", "H", "H", "H", "H", "H", "H", "H", "H", "H", "H", "H", "H", "H", "H", "H", "H", "H", "H"], "coordinates": [[-0.058331, 2.803705, -0.312573], [-0.240152, 0.155468, 0.236289], [-1.028588, -2.331549, -1.302855], [-5.510461, 5.773519, -0.277563], [2.447036, 5.290825, 4.819453], [2.502035, 5.982936, -5.047438], [1.872499, -0.336373, -0.167549], [-1.830013, 0.930136, 1.133555], [-3.482976, 1.797277, 2.553021], [1.916034, 4.784745, 3.687673], [2.883120, 0.620669, 0.185171], [1.950413, 5.317337, -4.013594], [-4.315642, 3.767800, -0.520342], [-3.095049, 3.106949, -0.512071], [-2.810732, -1.633471, -1.651746], [-1.914606, 3.806079, -0.274769], [-4.327657, 5.125708, -0.277469], [1.915249, 4.621117, 1.316036], [2.469035, 5.146312, 2.478013], [-0.501984, -1.798812, 0.516401], [2.192460, 3.909322, -2.119376], [0.303198, 3.405807, 2.620303], [0.226205, -1.611814, -2.616678], [0.839373, 3.926777, 3.788117], [-1.966537, 5.177026, -0.032336], [-3.180132, 5.850432, -0.028007], [0.816903, 3.957838, -1.882711], [0.586054, 5.382805, -3.831700], [0.830738, 3.750459, 1.372594], [-2.477913, 0.668316, 2.353317], [-1.057316, -4.271105, -1.499619], [2.773985, 4.592129, -3.178195], [0.026352, 4.697117, -2.761533], [-3.188408, -0.673410, 2.439283], [4.252422, -0.014433, 0.178787], [-3.223515, -2.035329, -2.577427], [-3.871032, -0.790783, 1.593264], [-3.066928, 2.034351, -0.650849], [-2.498672, -1.510238, 2.449537], [-0.117445, -1.846574, -3.625652], [-1.470444, -4.540981, -2.472492], [-2.996206, 2.768973, 2.456364], [-1.056105, 5.732726, 0.163540], [0.468931, -2.220077, 0.812864], [4.484340, -0.431718, -0.800666], [-5.246328, 3.245491, -0.695438], [-0.019471, 5.960335, -4.516729], [2.841342, 3.334599, -1.470278], [-1.763128, 0.715767, 3.196682], [-3.475307, -1.896130, -0.827620], [1.218957, -2.042712, -2.480066], [4.319356, -0.812196, 0.921952], [3.839131, 4.565875, -3.362930], [2.327401, 4.921982, 0.361144], [2.809505, 1.398590, -0.572244], [-0.051899, -4.685691, -1.421481], [-1.680271, -4.719388, -0.725037], [-3.246091, 6.912473, 0.164939], [-1.045526, 4.752531, -2.614464], [0.310418, -0.528505, -2.526551], [-1.232312, -2.138775, 1.238492], [-0.533499, 2.716790, 2.679190], [0.440562, 3.677310, 4.761964], [-4.264610, 1.734570, 1.792286], [-3.768778, -0.721971, 3.364751], [-3.952156, 1.737237, 3.537765], [2.645901, 1.067983, 1.154544], [2.001926, -1.150728, 0.334105], [-2.774780, -0.545090, -1.718411], [3.306717, 5.830030, 2.454766], [5.007705, 0.731427, 0.428895]], "forces_ev_per_angstrom": [[-0.14, 0.02, 0.03], [0.48, 0.51, 0.57], [0.04, 0.08, 0.16], [0.01, -0.01, 0.00], [0.00, 0.00, -0.02], [-0.01, -0.01, 0.01], [-0.18, -0.17, -0.32], [-0.48, -0.13, -0.15], [-0.08, 0.02, 0.04], [0.04, 0.04, 0.08], [-0.02, -0.01, 0.08], [0.05, 0.05, -0.09], [0.04, -0.01, -0.02], [0.00, 0.07, -0.07], [-0.12, 0.09, 0.03], [-0.09, 0.04, -0.03], [-0.09, 0.01, 0.00], [-0.10, 0.03, -0.01], [-0.01, -0.01, -0.04], [0.19, -0.28, -0.20], [-0.04, 0.02, -0.02], [0.05, -0.04, -0.05], [0.05, 0.01, -0.13], [-0.04, -0.03, -0.03], [-0.05, -0.03, 0.03], [0.08, 0.01, 0.01], [0.18, 0.01, -0.12], [-0.04, -0.02, 0.04], [0.04, 0.02, 0.12], [0.31, 0.07, 0.07], [-0.03, -0.16, 0.03], [-0.02, -0.03, 0.05], [-0.02, 0.02, 0.03], [-0.15, 0.00, -0.03], [0.06, 0.00, 0.02], [0.00, 0.01, -0.01], [0.01, 0.00, 0.00], [0.01, 0.00, 0.00], [0.07, -0.01, 0.00], [0.02, -0.02, 0.00], [0.02, -0.03, -0.01], [0.00, 0.01, -0.01], [0.01, 0.00, 0.00], [-0.07, -0.11, 0.03], [-0.01, 0.01, -0.01], [0.00, 0.00, 0.00], [-0.01, 0.00, 0.00], [0.03, -0.01, 0.04], [0.06, -0.05, -0.09], [-0.04, 0.01, -0.02], [0.01, 0.02, -0.03], [-0.01, 0.01, 0.01], [0.00, -0.01, 0.01], [0.02, -0.01, -0.03], [0.00, 0.00, -0.03], [-0.01, -0.03, 0.01], [0.01, -0.05, -0.01], [0.00, 0.00, 0.00], [0.01, -0.01, 0.00], [0.01, 0.01, -0.02], [-0.07, 0.07, 0.09], [0.01, 0.01, 0.00], [-0.01, -0.01, 0.00], [0.00, 0.02, 0.02], [-0.03, 0.01, -0.05], [0.00, -0.01, 0.00], [0.00, -0.02, 0.01], [0.07, 0.04, 0.02], [-0.03, -0.01, 0.00], [0.00, 0.00, -0.01], [0.01, -0.01, -0.01]], "total_energy_ev": -107361.65224, "multiplicity": 1, "relative_energy_kcal_mol": 7.7, "homo_lumo_gap_ev": 8.3901}


Entry 2:
{"formula": "C27H36F4NO16P", "method": "ωB97M-V/def2-TZVPD", "species": ["P", "F", "F", "F", "F", "O", "O", "O", "O", "O", "O", "O", "O", "O", "O", "O", "O", "O", "O", "O", "O", "N", "C", "C", "C", "C", "C", "C", "C", "C", "C", "C", "C", "C", "C", "C", "C", "C", "C", "C", "C", "C", "C", "C", "C", "C", "C", "C", "C", "H", "H", "H", "H", "H", "H", "H", "H", "H", "H", "H", "H", "H", "H", "H", "H", "H", "H", "H", "H", "H", "H", "H", "H", "H", "H", "H", "H", "H", "H", "H", "H", "H", "H", "H", "H"], "coordinates": [[0.801817, 2.361974, 1.682938], [-6.611884, -2.840515, -0.007976], [0.018810, 8.105746, -3.623773], [-2.769806, -3.670968, -1.634452], [-1.285165, -4.104418, -8.843711], [-1.107229, 6.742094, -2.216809], [4.410339, 1.390328, 0.404936], [0.088593, 4.869948, -2.446565], [0.984981, -1.151826, 5.360567], [-1.164465, -2.163290, -1.130951], [0.297234, -0.465783, -1.399337], [-4.764450, -2.151548, 1.092195], [-2.920569, -3.283364, -7.519291], [1.625148, 1.751640, 4.209102], [-1.454744, -0.705089, -2.792081], [-5.581197, -1.971206, 3.162900], [5.236005, 3.413705, 0.084940], [-1.688046, -2.224607, -5.985515], [-3.913678, -2.429778, -5.682032], [-1.827631, 4.822145, -1.267352], [-3.497875, -1.233940, 2.721307], [2.154649, -0.806368, 3.374913], [5.222180, 2.422195, 0.759466], [-2.450517, -1.725432, -2.964968], [-6.651117, -2.444420, 2.339034], [2.767155, -3.898024, 3.895869], [2.599618, -0.101866, 0.969851], [3.778982, 0.703878, 1.496534], [-0.673191, -1.053732, -1.747937], [-2.941185, -2.628479, -6.327918], [0.262196, 2.426583, -0.082644], [0.516532, 0.645590, 2.379712], [-1.669479, -3.021342, -8.130339], [-2.494138, -2.342305, -1.587882], [0.893283, -1.788284, 1.641260], [0.573907, 0.804519, 3.919028], [1.634604, -3.933787, 2.960933], [1.812350, -3.034310, 1.719977], [6.137038, 2.265412, 1.948614], [0.168603, 7.141431, -2.683171], [3.637507, -3.570926, 4.656802], [-5.907143, -2.986233, 1.139631], [1.219771, -0.512114, 4.371784], [-1.031816, 5.413515, -1.914553], [0.718076, 5.858781, -3.264446], [-0.772192, -2.777069, -6.938795], [1.594819, -0.465756, 2.059800], [-0.417536, 3.449211, 2.564762], [-4.510822, -1.730440, 2.369723], [1.541960, -3.640914, 0.852304], [-1.142377, 2.897600, 3.162945], [3.470054, 1.374830, 2.299287], [-5.590428, -4.026285, 1.233257], [6.937572, 1.560704, 1.726531], [-0.371868, 1.085337, 4.372783], [6.557318, 3.243173, 2.161296], [-1.771286, -2.169167, -8.804228], [-7.234823, -3.197388, 2.861212], [-0.224285, 1.531135, -0.454528], [-0.393889, 3.274812, -0.272189], [0.479648, -1.694187, 0.643015], [1.936441, 1.564173, 5.103043], [0.175717, 4.048872, 3.255187], [0.102178, -1.939693, 2.382595], [0.697626, -3.739181, 3.481834], [2.855815, -2.757619, 1.582554], [-0.359410, -3.708983, -6.550634], [3.002719, -0.993493, 0.488875], [1.799862, 5.781234, -3.198488], [-3.180074, -1.862495, -0.889093], [1.160593, 2.595802, -0.676034], [2.125295, 0.466231, 0.172341], [1.576804, -4.971699, 2.618015], [-0.898184, 4.131169, 1.867415], [0.745534, 7.545213, -1.849648], [4.506872, 0.002422, 1.931092], [0.405442, 5.727777, -4.301443], [5.615921, 1.930834, 2.843642], [-3.397635, -1.295811, -3.275311], [3.135736, -0.712255, 3.570681], [4.512348, -3.494714, 5.257562], [-7.296797, -1.609989, 2.062088], [-0.444596, 0.196296, 2.107539], [-2.120433, -2.434515, -3.716749], [0.036347, -2.080720, -7.142828]], "forces_ev_per_angstrom": [[0.86, 0.59, -0.41], [0.05, 0.02, 0.00], [-0.05, -0.02, 0.02], [0.05, 0.01, 0.05], [-0.05, -0.01, 0.03], [0.24, -0.07, 0.22], [-0.17, 0.32, 0.52], [-0.06, 0.16, -0.03], [0.27, 0.20, 0.39], [-0.12, 0.22, 0.06], [0.06, -0.22, -0.18], [0.04, -0.27, 0.17], [0.04, 0.32, -0.03], [-0.40, 0.10, 0.34], [-0.01, -0.14, 0.07], [-0.01, -0.07, -0.16], [0.10, -0.09, -0.18], [-0.11, -0.13, -0.26], [0.05, -0.05, 0.03], [-0.10, 0.09, -0.07], [0.03, 0.06, -0.05], [0.15, -0.01, -0.01], [-0.07, 0.28, -0.31], [-0.22, 0.20, 0.06], [-0.16, -0.07, 0.19], [-0.51, 1.14, 0.05], [0.74, 0.48, 0.19], [0.33, -0.86, 0.30], [0.04, 0.09, -0.12], [-0.06, -0.04, 0.03], [-0.13, -0.20, 0.07], [-0.39, 0.08, 0.25], [-0.01, -0.26, 0.04], [0.03, -0.21, -0.07], [0.33, 0.13, 0.63], [0.65, -0.55, -0.74], [0.60, -0.74, -0.09], [-0.62, 0.21, -0.55], [-0.21, 0.10, 0.28], [-0.17, 0.03, -0.18], [0.47, -0.73, -0.10], [-0.07, 0.20, -0.15], [-0.26, 0.14, -0.58], [-0.08, -0.11, -0.04], [0.25, -0.11, -0.05], [0.27, 0.16, 0.09], [-0.22, -0.35, -0.15], [0.33, -0.36, 0.28], [0.05, 0.17, 0.07], [0.14, -0.06, -0.01], [-0.26, 0.09, -0.20], [-0.11, 0.31, -0.29], [-0.05, -0.03, -0.11], [-0.04, -0.07, -0.05], [0.00, -0.12, 0.18], [0.12, -0.01, -0.08], [0.03, -0.07, -0.09], [0.14, 0.01, 0.13], [-0.08, -0.05, 0.02], [-0.06, -0.07, 0.23], [-0.18, 0.09, 0.06], [-0.09, 0.22, 0.06], [-0.07, 0.00, 0.06], [-0.32, -0.01, -0.32], [0.05, 0.17, 0.11], [0.07, -0.06, 0.14], [-0.07, -0.08, -0.11], [-0.12, -0.09, 0.01], [-0.03, -0.13, 0.15], [-0.05, -0.12, 0.03], [0.01, -0.15, -0.06], [-0.25, 0.02, 0.09], [-0.19, 0.02, -0.04], [-0.17, -0.15, -0.08], [0.01, 0.11, -0.06], [0.03, 0.07, -0.01], [-0.06, 0.12, 0.00], [-0.02, -0.14, -0.05], [0.10, 0.17, -0.01], [0.02, -0.38, 0.11], [-0.12, 0.14, 0.13], [0.03, -0.01, -0.13], [-0.17, 0.37, 0.05], [0.05, -0.13, 0.11], [-0.10, 0.13, 0.11]], "smiles": "C#CCCC[C@]1(CCOC(C)=O)NC(=O)[C@@H](O)[C@H]1P(C)C.O=C1OC[C@@H](F)O1.O=C1OC[C@@H](F)O1.O=C1OC[C@@H](F)O1.O=C1OC[C@@H](F)O1", "total_energy_ev": -82989.39279, "multiplicity": 1, "homo_lumo_gap_ev": 7.6928}


> What is the multiplicity in the first record?

1